Formula: C15H17BrN2O3
Source: OMol25
Level of theory: ωB97M-V with the def2-TZVPD basis set

Values from the calculation:
- E_HOMO (eV) = -8.326
- gap between HOMO and LUMO (eV) = 7.74
- relative energy (zero: lowest compared OMol25 entry of this formula, charge and spin) (kJ/mol) = 1191.1
- SMILES string = CCOC(=O)c1cnc2ccc(Br)cc2c1NC[C@H](C)O

Last column: natural (NBO) charge in e.
Element x y z (Å)
C -1.09695 -1.69661 -0.22689  -0.27
C 2.79131 -1.17343 0.84700  -0.19
O -3.14554 -2.87368 -0.08316  -0.54
C 3.50643 -0.21007 0.67786  -0.25
C 2.97389 0.83813 -0.01459  0.01
H -2.60270 3.02079 -0.59796  0.15
H -3.42831 -4.29689 -2.06135  0.22
C -3.99984 -4.71084 -1.39149  -0.66
C -3.11312 2.15518 0.16111  0.09
C -4.38462 -3.64914 -0.47765  -0.04
H -3.34395 -5.46210 -1.19127  0.23
H 4.61062 -0.12452 0.93982  0.24
H 3.41387 -2.17503 1.06788  0.21
C -0.52603 -0.39602 -0.27502  0.31
N -1.37885 0.71909 -0.43000  -0.56
H -4.96747 1.84071 0.62513  0.46
O -2.91611 -1.46291 -1.50127  -0.61
H -3.19107 1.79224 2.35873  0.20
Br 3.77071 2.73830 -0.00777  -0.04
N 0.97026 -2.56278 0.83300  -0.43
C -2.60691 0.80708 -0.45153  -0.20
H -4.81945 -5.32118 -1.78409  0.22
H -4.87322 -4.13132 0.36312  0.20
C -2.71135 2.48101 1.45752  -0.67
H -0.70379 -3.82916 0.42186  0.23
H -3.10386 3.57775 1.95659  0.24
H -3.07189 0.61301 -1.17302  0.19
C -2.44876 -1.96304 -0.60134  0.77
H -4.89475 -2.78217 -0.96317  0.22
O -4.54268 2.33191 -0.13589  -0.70
C 1.60387 0.89914 0.10708  -0.20
C 0.87720 -0.37724 0.13924  -0.14
H -0.67504 1.41463 -0.55121  0.40
H -3.24924 0.24145 0.23340  0.17
H 1.05515 1.89061 -0.43564  0.21
C 1.56922 -1.58263 0.50695  0.18
C -0.37615 -2.73016 0.44689  0.11
H -1.64766 2.38384 1.78714  0.25

---

Formula: CH7AlBrN2O6P2
Source: OMol25
Level of theory: ωB97M-V with the def2-TZVPD basis set

Values from the calculation:
- E_HOMO (eV) = -4.506
- gap between HOMO and LUMO (eV) = 7.46
- charge = -1

Last column: natural (NBO) charge in e.
Element x y z (Å)
H -4.23303 0.28518 0.41601  0.22
P 3.80393 2.15285 -0.61711  0.92
H 1.80915 -2.31308 -0.95453  0.49
N -3.44834 -0.98750 1.87212  0.54
Al 2.08800 0.55189 -0.95680  0.99
H 4.58072 2.29184 -1.79947  -0.11
Br 0.47117 -0.51955 2.20731  -0.27
H -4.44608 -1.46187 0.08623  0.21
O -2.69453 -0.21651 2.40955  -0.36
O 0.41935 1.32553 -1.14455  -0.70
H -2.83594 -0.69407 -0.10375  0.28
C -3.77196 -0.69588 0.44801  -0.50
O -3.94457 -1.97525 2.38418  -0.41
O -1.44961 0.34843 -1.12779  -0.37
O 1.52532 -2.41677 -0.03673  -1.00
P 2.11301 -1.05888 0.76707  0.35
H 4.74867 1.74081 0.36121  -0.10
H 2.42198 -0.24544 -2.30800  -0.40
N -0.40017 0.40017 -1.66687  0.35
O 3.24292 3.48811 -0.23609  -1.15

---

Formula: C2H13NO3S2
Source: OMol25
Level of theory: ωB97M-V with the def2-TZVPD basis set

Values from the calculation:
- E_HOMO (eV) = -8.495
- gap between HOMO and LUMO (eV) = 3.54
- relative energy (zero: lowest compared OMol25 entry of this formula, charge and spin) (kJ/mol) = 513.5

Last column: natural (NBO) charge in e.
Element x y z (Å)
O -3.30344 1.00740 1.98235  -0.95
H 0.23968 0.00221 1.29662  0.24
O -0.32788 -3.20190 -0.83768  -0.95
C -0.63357 0.71508 -0.57183  -0.64
H 1.74870 1.57034 1.07572  0.39
N 0.81976 1.98700 1.07233  -0.70
H -0.63575 -3.62857 -1.64232  0.46
S 2.64524 -0.46890 0.72684  -0.46
H -4.18088 0.75075 2.28715  0.48
H 0.25304 0.37422 -1.12174  0.27
H 3.11596 -1.68110 1.05167  0.14
H 0.80027 2.71942 0.38105  0.38
S -1.94238 -0.38958 -0.74660  0.17
C -0.14894 0.95829 0.94730  -0.18
H -1.03148 1.24845 1.52025  0.23
H -0.89415 1.69791 -0.99962  0.24
H 2.29477 -0.51410 -1.46373  0.48
H 2.94650 -0.79366 -2.83179  0.47
H -3.16278 0.52490 1.15212  0.47
H -0.71192 -2.31201 -0.85946  0.47
O 2.10926 -0.56616 -2.41862  -0.98

---

Formula: C28H72Ca3N4O14S
Source: OMol25
Level of theory: ωB97M-V with the def2-TZVPD basis set

Values from the calculation:
- E_HOMO (eV) = -15.484
- gap between HOMO and LUMO (eV) = 3.86
- charge = +4

Last column: Mulliken charge in e.
Element x y z (Å)
C 1.36810 1.53943 -7.55055  -0.34
C 3.04564 -3.78616 2.50763  -0.92
H -3.56580 -0.66727 -3.62462  0.40
C -2.19574 0.74797 -2.69885  1.92
Ca -1.05359 2.84951 -0.07797  1.86
H 1.99469 0.46114 -1.91781  0.01
H 2.08362 4.06022 5.98969  0.28
N 0.41333 -2.26165 4.66553  0.23
C -1.69688 -3.93481 -2.08823  -0.93
H -0.36890 1.41124 -3.66642  -0.08
H -3.45960 -2.58833 1.89539  0.17
C 1.82174 5.07632 5.66535  -0.74
H 3.08302 -4.86815 2.63267  0.31
H -2.98389 0.18490 0.71277  -0.01
H -4.04472 0.98827 -3.75812  0.40
H 0.72087 0.71035 -7.19886  0.18
H 1.64662 -5.16488 9.32665  0.27
O 0.17500 0.92623 0.02071  0.20
H -2.68059 -3.69707 -2.50805  0.61
C 0.95215 -2.93129 7.03409  -0.56
Ca 3.66083 0.76793 1.58068  1.43
H 1.35190 -1.86582 4.74411  0.12
O 1.91602 -3.37016 1.71775  -0.15
O 0.06265 -0.96668 1.57688  -0.14
H -0.02749 5.36232 2.35962  0.52
H 0.54253 3.70176 -3.89433  -0.04
H 2.09018 -3.46728 9.37291  0.31
O 0.42793 3.35702 -1.81306  -0.12
H 2.00576 -2.62357 6.89678  0.38
C -3.45427 -2.22798 2.92010  -0.77
H -0.41325 -4.77741 -0.12913  0.36
H -3.95076 -2.94126 3.58623  0.34
H -2.56646 -0.61208 4.81860  0.50
H -1.82808 4.39939 -6.47075  0.21
H 1.92975 3.43759 3.62474  0.04
H 1.66927 -0.55551 -5.44657  0.16
C 1.92391 -4.32355 8.70261  -0.72
H 2.52708 5.06003 3.13358  0.58
H 1.15706 4.63981 1.30475  0.29
H -1.47276 4.26666 -8.19246  0.37
H 2.80155 -0.94323 -2.67272  0.52
H 4.11305 1.21635 -5.65400  0.33
H 1.83306 2.23224 -5.72022  0.16
H 3.00068 -3.26946 3.46692  0.23
H -1.60608 -5.01602 -1.90078  0.41
H -0.67774 -3.61577 5.85959  0.24
H -0.31550 -0.29994 4.29174  -0.30
H 1.38118 3.23137 -1.74504  0.10
H -3.17395 2.21066 3.47933  0.70
N 2.35966 1.92462 -6.53297  -0.27
Ca -0.24180 -3.01660 2.45205  1.64
C -0.55316 -1.15988 4.93158  -0.25
H 0.65541 5.17409 -2.87398  0.42
O 1.49038 0.99860 2.06632  -1.30
H -1.44373 -2.14225 -0.84339  -0.09
C 0.91662 -3.39196 -0.49068  0.48
H 1.25434 5.55082 6.46166  0.26
C -1.36608 3.29121 3.08099  -1.00
H 3.98318 -3.46153 2.03221  0.33
O 2.22963 -0.47030 0.43138  -0.69
O -2.62566 2.11382 1.45779  -0.47
C -1.97794 -1.53354 4.69668  -0.86
C 0.62669 4.49495 2.26212  -0.93
O -2.30047 2.02675 -1.95562  -0.38
H -1.23584 0.13806 -4.56510  0.52
H 1.88476 1.14332 -8.42551  0.50
H -2.40539 -2.22744 5.42662  0.63
C 1.98957 -3.89044 0.36206  -1.18
C 2.59799 -0.10344 -5.07582  -0.19
C -3.52690 1.08427 1.04972  -0.55
O 0.83381 -4.08574 7.83415  -0.35
H -4.04489 -1.30541 2.98246  0.21
S 0.92422 0.07188 0.98366  0.89
C -1.55194 -3.22736 -0.76820  -0.18
H -1.97862 4.18179 2.86836  0.44
C -0.79070 -4.19804 -4.24498  -0.86
H -0.11285 -3.69557 -4.92532  0.24
H -2.75910 2.60365 -2.59022  0.28
H 2.97414 -3.66303 -0.05144  0.57
H 0.33412 2.47906 2.48728  -0.65
O 0.99363 5.05466 4.50479  -0.34
H 1.07544 -3.80600 -1.49420  0.47
H -0.88405 4.32434 -3.08580  0.22
H 3.33283 -0.88229 -4.83275  0.51
H 2.84368 -4.52297 8.14677  0.31
H 3.56075 0.22420 -6.94084  0.48
C -1.34077 1.00941 -3.93811  -1.23
H -0.29887 5.07232 -7.13187  0.35
O -0.66676 -3.54987 -2.96629  -0.13
H -0.51829 -5.25162 -4.16561  0.31
H -1.80126 1.13623 3.08008  -0.43
H -1.81098 -4.11900 -4.62808  0.36
H -4.18230 0.78333 1.86828  0.42
H -1.12355 3.41934 4.14152  0.45
H -4.13649 1.44466 0.22517  0.21
O 2.35066 0.66395 -3.91287  -0.34
C 0.50931 2.68367 -7.95704  -0.90
H -4.27332 0.18882 -2.22405  0.34
N -0.44514 -3.76707 0.06717  -0.18
C 0.36516 -3.32406 5.71195  -0.81
H 2.72186 5.67835 5.49726  0.33
H 0.39622 -2.10888 7.50761  0.31
H 1.89360 -4.98514 0.41667  0.50
C 1.61907 4.48690 3.38952  -0.40
C 3.19200 0.81121 -6.09930  -1.17
C 2.06237 -0.13744 -2.82895  -0.55
H 0.89519 -4.20966 5.35176  0.36
H -2.50157 -3.37590 -0.23239  0.00
C -2.28512 2.10206 2.85204  0.18
O -2.09167 -1.98162 3.32607  0.01
H -0.01295 2.46777 -8.89610  0.44
N -0.22798 3.25590 2.14726  0.76
C -1.02662 4.24920 -7.19238  -0.86
O -0.41414 3.00133 -6.91657  -0.13
H 1.07294 -0.62758 -2.92041  0.12
H 0.97292 -2.32373 -0.71311  -0.78
H -0.41072 -0.72848 5.93218  0.59
C -3.58169 0.26407 -3.06641  -1.54
H -1.68890 0.04648 -2.03164  -1.14
H -1.79123 1.81601 -4.54187  0.45
C 0.18933 4.19957 -2.99565  -0.46
H 1.16492 3.54976 -8.13655  0.41

---

Formula: C5H11NO
Source: OMol25
Level of theory: ωB97M-V with the def2-TZVPD basis set

Values from the calculation:
- E_HOMO (eV) = -9.630
- gap between HOMO and LUMO (eV) = 10.48
- relative energy (zero: lowest compared OMol25 entry of this formula, charge and spin) (kJ/mol) = 38.2
- SMILES string = CNC(=O)C(C)C

Last column: natural (NBO) charge in e.
Element x y z (Å)
H 2.80031 0.62509 -0.21936  0.21
C 0.81300 1.28034 1.64422  -0.61
C -0.41390 -0.46547 0.29697  0.69
C 0.66435 0.66122 0.26531  -0.30
H 1.77655 -0.33770 -1.30481  0.21
H -1.01995 0.59291 -1.13622  0.39
H 0.43310 1.48521 -0.43895  0.18
H 0.86513 0.47572 2.37969  0.23
O -0.39076 -1.39455 1.08578  -0.63
H -2.26863 -2.12575 -0.71065  0.23
H 2.10206 -0.92107 0.33913  0.23
C 1.92271 -0.02702 -0.26177  -0.60
H -2.07339 -1.41777 -2.32309  0.20
H -0.05220 1.91265 1.88038  0.21
C -2.28421 -1.18673 -1.27079  -0.42
H 1.71343 1.89967 1.71023  0.21
H -3.30005 -0.77626 -1.21464  0.20
N -1.28756 -0.28050 -0.72144  -0.62

---

Question: Among the records above, which one has the highest E_HOMO?
Answer: CH7AlBrN2O6P2

---

Question: Which value of gap between HOMO and LUMO does entry 4 give?
Answer: 3.86 eV

---

Question: Which of these has the highest gap between HOMO and LUMO?
Answer: C5H11NO

---

Question: E_HOMO of number 5 (C5H11NO)?
Answer: -9.630 eV